No. 1
Entry from the OMol25 dataset: a structure of composition C16H38F3Li3N2O5 in a non-equilibrium geometry (ωB97M-V with the def2-TZVPD basis set).

CARTESIAN COORDINATES (ANGSTROEM)
1 Li 0.26366 -2.13766 0.72168
2 Li 2.75254 -0.77502 1.42412
3 Li 1.57872 -0.89480 -1.21635
4 O 0.93278 -0.19715 0.42983
5 H 0.12767 0.14630 0.86383
6 O 3.42135 -1.22600 -0.45522
7 H 3.88818 -0.67568 -1.11381
8 O 1.99866 -2.56535 1.81631
9 H 2.23296 -3.25075 2.47196
10 C -1.50694 0.06868 3.05451
11 C -1.62033 -1.37374 3.16198
12 N -1.55827 -2.12583 1.87805
13 C -1.44759 -3.57970 2.15924
14 C -2.71560 -4.20107 2.62123
15 C -2.67740 -1.79282 0.93079
16 C -2.43769 -2.23568 -0.50107
17 H -0.66277 0.15911 2.37092
18 H -1.28883 0.54087 4.01240
19 H -2.44908 0.48406 2.69682
20 H -0.84222 -1.78584 3.80449
21 H -2.57344 -1.55821 3.65764
22 H -1.15725 -4.09930 1.24610
23 H -0.66655 -3.72099 2.90631
24 H -3.40270 -3.53940 3.14866
25 H -3.27765 -4.77712 1.88614
26 H -2.44980 -4.96493 3.35197
27 H -2.74932 -0.70953 0.83376
28 H -3.63810 -2.14122 1.30996
29 H -1.41010 -2.31950 -0.85481
30 H -3.11585 -1.83131 -1.25252
31 H -2.91218 -3.20307 -0.66574
32 C 2.65605 1.81108 -1.92005
33 C 2.82125 0.80882 -3.03640
34 N 1.73248 -0.18799 -3.21496
35 C 0.44275 0.36435 -3.57337
36 C -0.37288 0.65776 -2.25944
37 C 2.24776 -1.31023 -4.03761
38 C 2.51596 -1.00194 -5.50789
39 H 1.80691 2.49326 -1.96093
40 H 3.64313 2.25935 -1.80679
41 H 2.50979 1.28436 -0.97704
42 H 2.91021 1.38718 -3.95602
43 H 3.75672 0.25508 -2.95646
44 H 0.69643 1.21831 -4.20145
45 H -0.20876 -0.29325 -4.14886
46 H -0.53608 -0.28054 -1.72930
47 H 0.13227 1.25269 -1.49854
48 H -1.39668 0.97770 -2.45325
49 H 1.50268 -2.10518 -4.06942
50 H 3.11584 -1.78838 -3.58383
51 H 2.99434 -0.03101 -5.63653
52 H 1.55236 -0.84719 -5.99332
53 H 3.06902 -1.70474 -6.13102
54 C -2.01193 2.78840 0.94733
55 C -0.45066 2.88895 0.99859
56 O 0.01495 4.11980 1.55833
57 C 0.00902 4.30359 2.91643
58 O -0.39844 3.49651 3.71666
59 C 0.43739 5.74110 3.31830
60 F -0.67180 6.44759 3.44693
61 F 1.11713 5.70257 4.41527
62 F 1.14600 6.30275 2.32773
63 H -2.43397 3.73093 0.59859
64 H -2.39258 2.58447 1.94814
65 H -2.37061 2.04572 0.23468
66 H -0.13921 2.87295 -0.04584
67 H -0.08371 2.03784 1.57222

As for the net charge: 0.

No. 2
Entry from the OMol25 dataset: a structure of composition C16H38N7O5SSiSn in a non-equilibrium geometry (ωB97M-V with the def2-TZVPD basis set).

CARTESIAN COORDINATES (ANGSTROEM)
1 Sn 1.25350 -2.15237 0.56673
2 N 1.02780 -3.18460 3.64063
3 N 0.30023 -4.37556 3.56189
4 C -0.14313 -4.84868 2.39784
5 N -0.77263 -6.00940 2.37211
6 N 0.18052 -4.04628 1.32898
7 N -0.26558 -4.38144 0.09050
8 O 0.11508 -3.47430 -0.76954
9 O -0.90055 -5.33098 -0.20627
10 H 1.95171 -3.43052 3.99398
11 H 0.54589 -2.56846 4.28478
12 H 0.14754 -4.95701 4.38562
13 H -1.01036 -6.48958 3.22417
14 H -1.13785 -6.37995 1.51119
15 C -1.92583 2.31550 2.99192
16 C -1.59881 3.37392 1.95088
17 C -2.80211 4.12030 1.41440
18 C -0.51432 4.34225 2.41706
19 O -0.95436 2.60396 0.82755
20 Si -1.39272 1.76677 -0.42467
21 S -1.11757 -0.41417 0.92937
22 O -2.90796 1.37186 -0.51131
23 C -3.80901 0.64695 -1.47254
24 C -3.10228 -0.63722 -1.87729
25 C -5.07216 0.37530 -0.66312
26 C -4.02802 1.55709 -2.67112
27 O -0.33690 1.33807 -1.49888
28 C 0.67923 2.19976 -2.20293
29 C 0.71352 1.68872 -3.63824
30 C 1.98743 2.01518 -1.45049
31 C 0.18729 3.63889 -2.13176
32 H -2.41684 2.79688 3.85964
33 H -1.00174 1.85770 3.33287
34 H -2.60880 1.56933 2.56667
35 H -3.16609 4.73815 2.23540
36 H -3.60906 3.47692 1.09514
37 H -2.50085 4.78314 0.61221
38 H -0.94665 4.93417 3.22984
39 H -0.24512 5.01084 1.59659
40 H 0.38090 3.83721 2.78546
41 H -2.95100 -1.28962 -1.03324
42 H -2.13696 -0.43057 -2.35104
43 H -3.72100 -1.20404 -2.57785
44 H -4.84592 -0.18651 0.24007
45 H -5.74823 -0.19911 -1.30598
46 H -5.57672 1.30134 -0.40136
47 H -3.09985 1.69701 -3.22248
48 H -4.42478 2.51880 -2.36176
49 H -4.76867 1.08991 -3.32122
50 H 0.99785 0.63832 -3.68233
51 H 1.44599 2.27266 -4.21232
52 H -0.26935 1.81504 -4.07573
53 H 2.27451 0.96229 -1.42880
54 H 1.84315 2.34937 -0.41351
55 H 2.76112 2.62498 -1.92329
56 H -0.76539 3.76844 -2.66803
57 H 0.93128 4.26735 -2.61763
58 H 0.10086 3.98491 -1.08562
59 C 6.80642 -1.51838 -0.46217
60 N 5.93029 -2.66397 -0.29763
61 C 6.56010 -3.90346 -0.71532
62 C 4.67351 -2.60682 -0.04222
63 N 3.53434 -2.56239 0.22575
64 H 7.70813 -1.67930 0.13299
65 H 6.29266 -0.62348 -0.11121
66 H 7.06096 -1.41483 -1.50684
67 H 7.47604 -4.05476 -0.14978
68 H 6.81255 -3.87625 -1.78098
69 H 5.91476 -4.75527 -0.53577

As for the net charge: +3.

No. 3
Entry from the OMol25 dataset: a cluster of 3 separate species, C16H39BBrNO7P2S2 in total (ωB97M-V with the def2-TZVPD basis set).

CARTESIAN COORDINATES (ANGSTROEM)
1 C 1.49463 3.18775 3.25011
2 C 1.34163 2.70771 1.78732
3 B 0.40545 1.45703 1.60276
4 O 0.53650 0.36417 2.37945
5 C -0.79843 1.24892 0.48521
6 P -0.35977 2.10447 -1.11208
7 S 1.51547 2.18168 -1.56241
8 O -0.76578 -0.15506 0.05394
9 S -1.80955 -1.08006 0.80579
10 O -2.65490 -1.67518 -0.15936
11 O -1.20009 -1.84145 1.82352
12 O -2.59165 0.15026 1.52011
13 C -2.26561 1.38195 0.98218
14 Br -3.54730 1.66103 -0.58211
15 P -2.67711 2.70687 2.24827
16 N -3.67953 2.19430 3.26624
17 O -3.11336 3.96596 1.36458
18 O -1.20905 3.17494 2.67361
19 H 1.06469 4.18069 3.39078
20 H 2.54496 3.26258 3.53102
21 H 0.99640 2.53570 3.97096
22 H 2.32124 2.37078 1.42853
23 H 1.09157 3.53263 1.11843
24 H 1.27238 0.40190 3.00406
25 H -1.04628 3.32589 -0.98401
26 H -1.14024 1.36248 -2.00407
27 H -3.43418 2.18422 4.24623
28 H -4.07228 4.09712 1.42077
29 H -0.95523 4.05308 2.35587
30 C -0.25741 3.29930 -5.08103
31 C 0.75382 2.17550 -5.27960
32 C 2.12537 2.66496 -5.73809
33 C 2.13538 3.37920 -7.09145
34 C 1.58333 2.55623 -8.25480
35 C 2.36734 1.27607 -8.52073
36 H -0.46558 3.83342 -6.00983
37 H -1.21012 2.91249 -4.71193
38 H 0.11562 4.02557 -4.35385
39 H 0.35568 1.44443 -5.98948
40 H 0.87930 1.64849 -4.33178
41 H 2.81274 1.81524 -5.76608
42 H 2.52451 3.34720 -4.98039
43 H 3.16505 3.67139 -7.32212
44 H 1.56949 4.31212 -7.01719
45 H 1.59322 3.17704 -9.15468
46 H 0.53367 2.30962 -8.07116
47 H 3.41634 1.49909 -8.72905
48 H 1.96446 0.73735 -9.37940
49 H 2.33558 0.59874 -7.66588
50 C -0.79622 -7.65722 4.69716
51 C -0.25554 -6.52250 5.55992
52 C -1.06330 -5.23032 5.44390
53 C -1.10643 -4.62239 4.04029
54 C 0.25894 -4.30686 3.43351
55 C 1.05164 -3.27649 4.23025
56 H -0.76422 -7.40624 3.63583
57 H -0.21528 -8.57021 4.83520
58 H -1.83435 -7.88009 4.95433
59 H 0.78956 -6.33240 5.29885
60 H -0.25134 -6.83777 6.60689
61 H -0.66072 -4.49690 6.14834
62 H -2.09045 -5.42533 5.76933
63 H -1.69338 -3.69951 4.07569
64 H -1.64685 -5.29266 3.36639
65 H 0.10365 -3.92462 2.42378
66 H 0.84700 -5.22361 3.32841
67 H 0.48263 -2.34716 4.31760
68 H 1.99930 -3.04598 3.73942
69 H 1.28301 -3.62754 5.23775

As for the net charge: 0.

no.,energy (Eh)
1,-1440.4371
2,-2292.9233
3,-5292.5037